{
  "formula": "C2IN2P",
  "method": "ωB97M-V/def2-TZVPD",
  "e_homo_ev": -10.7,
  "relative_energy_kcal_mol": 0.0,
  "smiles": "N#CP(I)C#N",
  "symbols": ["C", "C", "N", "N", "P", "I"],
  "positions_angstrom": [[0.8679, -0.6695, 0.0695], [-1.1209, 0.6107, 0.0190], [1.7851, -0.8088, -0.5981], [-1.6163, 1.3913, -0.6703], [-0.5371, -0.6480, 1.1536], [0.7369, 0.3996, 2.8961]],
  "forces_ev_per_a": [[0.03, -1.10, 0.31], [-1.00, 0.95, 0.56], [0.72, 0.01, -0.60], [0.21, -0.29, 0.09], [0.18, -0.08, -0.84], [-0.15, 0.50, 0.47]]
}

=====

{
  "formula": "C2N2S2",
  "method": "ωB97M-V/def2-TZVPD",
  "e_homo_ev": [-6.9, -6.9],
  "relative_energy_kcal_mol": 109.2,
  "symbols": ["C", "C", "N", "N", "S", "S"],
  "positions_angstrom": [[2.3051, 0.2140, 0.0969], [1.0972, -0.3139, 0.1589], [3.3979, 0.6333, 0.0694], [-2.7426, -0.1668, -0.7050], [-0.3665, -0.8489, 0.1687], [-3.6911, 0.4822, 0.2110]],
  "forces_ev_per_a": [[2.10, 0.93, -0.14], [-3.50, -1.28, 0.04], [-0.64, -0.19, 0.00], [1.66, -0.72, -1.00], [1.18, 0.60, 0.03], [-0.80, 0.65, 1.08]]
}

=====

{
  "formula": "C2N4O18Zr",
  "method": "ωB97M-V/def2-TZVPD",
  "e_homo_ev": 4.4,
  "charge": -4,
  "symbols": ["Zr", "C", "O", "O", "O", "C", "O", "O", "O", "N", "O", "O", "O", "N", "O", "O", "O", "N", "O", "O", "O", "N", "O", "O", "O"],
  "positions_angstrom": [[-0.0899, -0.0104, 0.1473], [0.6977, 0.3067, 2.7567], [-0.4651, 0.1686, 2.2777], [1.0243, 0.1912, 3.9670], [1.4930, 0.1114, 1.7741], [-1.7032, 0.8220, -2.6206], [-1.0087, 0.2505, -1.7014], [-1.2979, 2.0095, -2.9882], [-2.6048, 0.2281, -3.2727], [2.8120, 1.1274, -1.2008], [1.6024, 0.8478, -1.0075], [3.4875, 0.1692, -1.5969], [3.2296, 2.3067, -1.0102], [1.3317, -3.2912, -0.3689], [2.2369, -3.7724, 0.3608], [0.7942, -3.8765, -1.3113], [0.8358, -2.2173, 0.0471], [-2.8858, -1.9501, 0.6081], [-2.7687, -3.0906, 1.0600], [-4.0906, -1.6281, 0.3962], [-1.8772, -1.2269, 0.3759], [-0.2042, 3.1997, 0.8690], [1.0205, 3.1420, 1.0234], [-0.9911, 4.0072, 1.3016], [-0.5784, 2.1754, 0.1136]],
  "forces_ev_per_a": [[0.63, 1.21, -0.40], [2.08, -3.47, 1.36], [-5.26, 0.97, -0.43], [-0.50, 1.42, -0.59], [2.85, 0.96, -2.18], [0.05, 3.67, -4.29], [1.69, -2.06, 3.70], [-0.62, -1.09, 0.83], [-0.34, -0.83, 0.81], [0.01, 0.13, 0.43], [-0.95, 0.40, 0.45], [1.30, 0.93, -0.15], [-0.24, -2.10, -0.61], [-0.60, -0.35, 1.94], [-0.13, -0.40, -1.44], [0.92, -0.20, -0.21], [-0.41, 1.67, -0.34], [-2.36, -1.37, 0.26], [1.78, -0.41, 0.29], [1.67, 1.80, -0.40], [-1.31, -0.17, 0.30], [2.57, -4.19, -1.60], [-0.47, 2.22, 1.29], [-0.34, 0.69, 0.10], [-2.01, 0.58, 0.87]]
}

=====

{
  "formula": "C2O2S",
  "method": "ωB97M-V/def2-TZVPD",
  "e_homo_ev": -11.1,
  "relative_energy_kcal_mol": 157.3,
  "symbols": ["C", "C", "O", "O", "S"],
  "positions_angstrom": [[2.3803, -0.0074, 0.0302], [1.0009, -0.0034, -0.0497], [-1.3437, 1.2498, 0.0232], [-1.3706, -1.2389, 0.0233], [-0.6669, 0.0000, -0.0270]],
  "forces_ev_per_a": [[-6.45, 0.02, -0.37], [2.90, -0.06, 0.31], [0.20, -0.21, -0.16], [0.40, 0.41, -0.17], [2.95, -0.15, 0.40]]
}

=====

{
  "formula": "C2O3V",
  "method": "ωB97M-V/def2-TZVPD",
  "e_homo_ev": [-12.7, -16.0],
  "charge": 1,
  "s_squared": 6.017,
  "spin_multiplicity": 5,
  "relative_energy_kcal_mol": 15.1,
  "symbols": ["O", "C", "O", "C", "O", "V"],
  "positions_angstrom": [[-1.0160, 0.3829, -1.7360], [-0.9619, 0.7524, -2.8085], [-0.0762, 0.0276, 1.6209], [1.1654, -0.1752, 1.7680], [1.9726, -0.6432, 1.0006], [-1.0839, -0.3445, 0.1550]],
  "forces_ev_per_a": [[0.01, 0.14, -0.22], [0.06, 0.28, -0.73], [-1.08, 0.73, 0.43], [2.82, -1.26, -1.01], [-1.27, 0.85, 1.19], [-0.54, -0.73, 0.35]]
}